Entry one
Density functional theory data (ωB97M-V/def2-TZVPD) for an isolated ion of composition C4H8N3 and charge +1.

## Properties
Charge: +1
HOMO energy (alpha / beta): -12.98 / -12.98 eV
Gap between HOMO and LUMO (alpha / beta): 7.7 / 7.7 eV

Last column: natural (NBO) charge in e.
Positions of all 15 atoms, in Å:
C  -2.56856  0.10799  2.69715  -0.039
C  -0.49405  -0.28304  1.44123  0.361
C  0.66230  -1.13217  -0.72820  -0.430
C  1.12074  1.69320  -0.91123  -0.527
N  0.05279  -0.11685  0.19433  -0.042
N  0.35193  1.11836  0.09613  -0.042
N  -1.61323  -0.12439  1.88059  -0.274
H  -3.26397  -0.61111  2.88881  0.219
H  -2.75820  1.17606  3.07257  0.239
H  1.71300  -0.98044  -0.64978  0.245
H  0.31227  -1.00756  -1.68845  0.247
H  0.30864  -2.12145  -0.36002  0.256
H  1.72794  1.11595  -1.59848  0.225
H  1.90942  2.16060  -0.35773  0.274
H  0.67761  2.63846  -1.25966  0.289

***

Entry two
Density functional theory data (ωB97M-V/def2-TZVPD) for a 2-piece molecular cluster, C4H8N3 overall.

## Properties
Charge: +1
HOMO energy: -13.40 eV
Gap between HOMO and LUMO: 8.4 eV

Last column: natural (NBO) charge in e.
Positions of all 15 atoms, in Å:
C  2.94510  0.95243  -0.55159  0.000
C  -2.10991  -0.14267  -0.30014  0.579
C  -3.18751  0.74853  -0.52829  -0.747
C  0.47521  -1.49483  1.33609  0.096
N  -1.22510  -0.72714  0.16535  -0.049
N  2.51574  -0.19058  -0.38738  -0.657
N  -0.46027  -1.62841  0.45216  -0.233
H  3.92606  1.39267  -0.72472  0.183
H  2.08487  1.76573  -0.54262  0.139
H  -3.27350  1.07895  -1.54371  0.302
H  -2.82311  1.72121  -0.10777  0.299
H  -4.07068  0.29409  -0.08952  0.302
H  1.16067  -2.30579  1.58241  0.228
H  3.26282  -0.96212  -0.51004  0.353
H  0.77961  -0.50208  1.74977  0.205

***

The least stable of the structures above is entry one, whereas entry two is the most stable.